C46H97IN10O12PS as an isolated structure at a distorted geometry, computed with ωB97M-V/def2-TZVPD.

## Properties
- frontier orbital gap (Ha) = 0.2947
- charge = +1
- E_LUMO (eV) = -2.40
- HOMO (eV) = -10.42

Geometry as XYZ:
```
168
Properties=species:S:1:pos:R:3:lowdin_charge:R:1
C -10.199 2.498 2.287 -0.101
O -9.610 2.018 1.083 -0.198
C -8.829 0.843 1.221 -0.245
C -9.175 -0.173 0.125 -0.154
C -7.969 -0.973 -0.412 -0.189
C -7.954 -2.475 -0.031 -0.200
C -7.516 -3.421 -1.163 -0.192
C -6.190 -2.984 -1.847 -0.214
C -6.308 -2.670 -3.355 -0.184
C -5.815 -1.292 -3.858 -0.195
C -4.761 -0.558 -3.023 -0.216
C -3.445 -1.316 -2.823 -0.157
C -2.445 -0.646 -1.843 -0.117
C -3.094 -0.027 -0.607 -0.245
O -3.851 -0.975 0.146 -0.189
C -3.125 -1.891 0.901 -1.115
S -3.110 -3.569 0.138 0.776
I -4.266 -2.201 2.716 1.037
C -1.666 -1.488 1.152 -0.257
N -1.399 -0.020 1.346 -0.243
C -1.800 0.400 2.749 -0.168
C -1.051 -0.261 3.929 -0.102
C -1.994 -0.677 5.044 -0.565
N -3.016 0.266 5.358 0.114
O -1.821 -1.675 5.671 0.101
P 0.456 0.021 1.184 1.071
C 1.160 1.431 2.105 -0.226
C 0.943 0.023 -0.563 -0.225
C -2.255 0.824 0.370 -0.170
N -1.458 1.871 -0.262 0.052
C -2.035 2.468 -1.484 -0.471
C -3.341 3.202 -1.359 0.037
O -1.425 2.421 -2.484 0.177
C -1.165 2.989 0.617 -0.476
C 0.008 3.822 0.180 0.021
O -1.849 3.236 1.569 0.114
H -11.186 2.042 2.441 0.093
H -10.310 3.583 2.205 0.092
H -9.568 2.306 3.162 0.054
H -8.994 0.398 2.214 0.122
H -7.764 1.121 1.153 0.108
H -9.601 0.414 -0.698 0.116
H -9.951 -0.856 0.482 0.109
H -7.916 -0.891 -1.507 0.107
H -7.034 -0.521 -0.046 0.091
H -8.958 -2.762 0.311 0.104
H -7.286 -2.638 0.827 0.088
H -8.317 -3.542 -1.900 0.106
H -7.364 -4.409 -0.707 0.106
H -5.781 -2.147 -1.274 0.071
H -5.469 -3.800 -1.730 0.077
H -5.807 -3.466 -3.918 0.107
H -7.365 -2.743 -3.640 0.101
H -6.681 -0.616 -3.915 0.106
H -5.472 -1.405 -4.896 0.112
H -5.223 -0.284 -2.064 0.090
H -4.549 0.394 -3.536 0.119
H -3.637 -2.360 -2.558 0.089
H -2.928 -1.333 -3.793 0.127
H -1.677 -1.386 -1.583 0.099
H -1.917 0.120 -2.415 0.107
H -3.855 0.680 -0.957 0.137
H -1.838 -3.584 -0.293 -0.104
H -1.066 -1.800 0.291 0.081
H -1.268 -2.032 2.009 0.118
H -1.655 1.479 2.796 0.098
H -2.880 0.250 2.817 0.061
H -0.417 0.512 4.382 0.132
H -0.386 -1.108 3.709 0.076
H -3.861 0.050 4.830 0.044
H -3.241 0.158 6.345 0.099
H 1.772 0.970 2.888 0.040
H 0.410 2.060 2.597 0.043
H 1.784 2.075 1.476 0.043
H 0.169 -0.270 -1.275 0.038
H 1.763 -0.704 -0.613 0.014
H 1.325 0.999 -0.889 0.045
H -2.996 1.297 1.030 0.150
H -3.966 2.895 -2.206 0.104
H -3.872 2.989 -0.430 0.089
H -3.158 4.276 -1.458 0.110
H 0.465 4.286 1.058 0.102
H -0.336 4.587 -0.523 0.103
H 0.744 3.202 -0.335 0.073
C 4.899 -0.636 -1.220 0.001
C 4.263 -1.690 -2.099 -0.538
O 3.065 -1.946 -2.005 -0.004
N 5.056 -2.346 -2.966 0.027
C 6.490 -2.178 -3.133 -0.070
H 4.127 -0.209 -0.585 0.061
H 5.675 -1.070 -0.590 0.083
H 5.340 0.164 -1.815 0.087
H 4.589 -3.028 -3.556 0.089
H 6.711 -1.863 -4.155 0.086
H 6.996 -3.129 -2.949 0.083
H 6.888 -1.439 -2.449 0.029
C 2.938 4.702 -2.557 -0.006
C 3.905 4.352 -1.448 -0.555
O 4.347 3.221 -1.314 0.019
N 4.282 5.353 -0.610 0.011
C 3.874 6.745 -0.629 -0.072
H 2.743 3.802 -3.134 0.086
H 1.998 5.077 -2.156 0.069
H 3.359 5.460 -3.217 0.089
H 4.937 5.060 0.099 0.134
H 4.737 7.397 -0.768 0.087
H 3.387 7.017 0.309 0.083
H 3.178 6.923 -1.442 0.072
C 4.719 -5.838 -6.659 -0.005
C 4.611 -5.362 -5.231 -0.533
O 3.987 -4.351 -4.936 0.021
N 5.231 -6.096 -4.275 0.014
C 6.012 -7.308 -4.437 -0.071
H 4.172 -5.145 -7.290 0.084
H 5.761 -5.865 -6.982 0.087
H 4.291 -6.835 -6.772 0.087
H 5.113 -5.731 -3.342 0.140
H 5.564 -8.130 -3.877 0.085
H 7.030 -7.160 -4.076 0.085
H 6.056 -7.590 -5.484 0.072
C 3.530 -2.844 2.659 0.006
C 2.345 -2.732 3.583 -0.525
O 1.548 -1.804 3.445 -0.045
N 2.176 -3.659 4.547 0.022
C 3.017 -4.806 4.842 -0.062
H 3.485 -2.027 1.945 0.074
H 4.470 -2.775 3.209 0.086
H 3.506 -3.787 2.110 0.091
H 1.358 -3.511 5.120 0.145
H 2.447 -5.730 4.746 0.086
H 3.402 -4.741 5.860 0.087
H 3.858 -4.843 4.158 0.076
C 5.561 0.764 3.401 -0.010
C 6.616 0.159 2.502 -0.555
O 6.947 -1.015 2.596 0.022
N 7.171 0.983 1.578 0.020
C 6.879 2.383 1.344 -0.075
H 5.201 -0.004 4.080 0.078
H 5.974 1.587 3.985 0.085
H 4.723 1.134 2.807 0.070
H 7.860 0.539 0.989 0.135
H 6.512 2.533 0.330 0.068
H 7.777 2.989 1.480 0.084
H 6.121 2.731 2.041 0.067
C 10.906 0.166 -1.613 -0.006
C 9.625 0.264 -2.406 -0.535
O 8.572 -0.208 -1.994 0.009
N 9.674 0.895 -3.603 0.014
C 10.819 1.505 -4.251 -0.071
H 10.696 -0.365 -0.690 0.083
H 11.668 -0.381 -2.169 0.087
H 11.293 1.157 -1.374 0.086
H 8.786 0.928 -4.080 0.142
H 10.642 2.568 -4.419 0.085
H 11.012 1.031 -5.214 0.086
H 11.704 1.399 -3.633 0.072
C -7.028 5.237 5.753 -0.009
C -7.713 4.213 4.878 -0.541
O -8.895 3.948 4.997 0.042
N -6.952 3.590 3.932 0.014
C -5.548 3.780 3.643 -0.078
H -7.765 5.636 6.443 0.084
H -6.217 4.784 6.324 0.084
H -6.623 6.055 5.155 0.084
H -7.464 2.925 3.373 0.116
H -5.409 4.121 2.616 0.079
H -4.992 2.848 3.776 0.071
H -5.121 4.524 4.309 0.073
```

---

One molecule with the formula C6H5ClS at a distorted geometry, computed with ωB97M-V/def2-TZVPD.

## Properties
- frontier orbital gap (Ha) = 0.2829
- energy above the lowest of the compared OMol25 structures with the same formula, charge and spin (kJ/mol) = 130.9
- E_LUMO (eV) = -0.96
- HOMO (eV) = -8.66

Geometry as XYZ:
```
13
Properties=species:S:1:pos:R:3:lowdin_charge:R:1
S 1.956 -2.177 -0.018 0.725
C 1.062 -0.821 0.020 -0.739
C 1.583 0.541 0.062 -0.131
C 0.684 1.494 -0.097 -0.055
C -0.675 0.942 0.149 -0.145
C -0.372 -0.554 0.127 -0.354
C -1.322 -1.466 0.172 -0.642
Cl -2.862 -1.177 -0.066 0.815
H 2.536 0.851 -0.169 0.083
H 0.858 2.587 -0.326 0.138
H -1.308 1.037 -0.842 0.154
H -1.229 1.147 1.006 0.098
H -0.911 -2.405 -0.019 0.054
```

---

C32H40GeIrN4OSeSi as an isolated structure at a distorted geometry, computed with ωB97M-V/def2-TZVPD.

## Properties
- frontier orbital gap (Ha) = 0.2394
- energy above the lowest of the compared OMol25 structures with the same formula, charge and spin (kJ/mol) = 0.0
- charge = +1
- E_LUMO (eV) = -3.18
- HOMO (eV) = -9.69

Geometry as XYZ:
```
81
Properties=species:S:1:pos:R:3:lowdin_charge:R:1
Ir 0.170 0.239 0.278 0.983
C -1.012 -0.132 -2.564 -0.079
N 0.052 -0.613 -1.655 -0.337
C 1.370 -0.345 -2.285 -0.053
C -0.051 -2.072 -1.385 -0.209
C -0.398 -2.957 -2.384 -0.023
C -0.495 -4.316 -2.120 -0.070
C -0.247 -4.767 -0.835 -0.066
C 0.125 -3.890 0.172 -0.020
C 0.252 -2.523 -0.077 -0.219
N 0.639 -1.534 0.839 -0.108
C 0.971 -1.651 2.188 -0.234
C 1.442 -2.793 2.840 -0.025
C 1.679 -2.781 4.207 -0.064
C 1.494 -1.630 4.957 -0.067
C 1.145 -0.454 4.306 -0.035
C 0.908 -0.456 2.947 -0.213
N 0.773 0.803 2.182 -0.333
C 2.165 1.309 1.961 -0.044
C -0.002 1.850 2.876 -0.060
H -0.911 -0.579 -3.552 0.091
H -1.981 -0.379 -2.141 0.055
H -0.911 0.945 -2.668 0.064
H 1.431 -0.840 -3.257 0.109
H 1.485 0.726 -2.434 0.042
H 2.162 -0.733 -1.643 0.100
H -0.610 -2.598 -3.382 0.112
H -0.772 -5.005 -2.905 0.109
H -0.348 -5.819 -0.602 0.113
H 0.268 -4.279 1.165 0.092
H 1.642 -3.696 2.289 0.100
H 2.017 -3.690 4.687 0.113
H 1.662 -1.631 6.025 0.109
H 1.073 0.466 4.871 0.115
H 2.624 1.542 2.925 0.111
H 2.756 0.532 1.476 0.103
H 2.138 2.208 1.350 0.052
H 0.477 2.139 3.812 0.096
H -0.045 2.721 2.225 0.082
H -1.010 1.490 3.062 0.053
O -2.375 3.316 -0.007 0.183
C -1.342 2.833 -0.182 -0.562
N -0.225 2.368 -0.417 -0.125
C -2.725 -0.051 4.157 -0.206
Si -2.968 -1.019 2.583 0.200
C -2.334 -2.757 2.778 -0.192
C -4.776 -1.004 2.123 -0.238
Se -2.207 -0.040 0.632 0.564
H -3.298 -0.560 4.939 0.045
H -3.105 0.969 4.079 0.040
H -1.685 -0.026 4.483 0.009
H -2.888 -3.278 3.563 0.044
H -1.281 -2.761 3.058 0.011
H -2.446 -3.315 1.846 0.035
H -5.354 -1.452 2.935 0.042
H -4.969 -1.580 1.217 0.033
H -5.142 0.013 1.970 0.034
Ge 0.871 3.669 -1.401 1.019
C 2.663 3.440 -0.748 -0.341
C 3.522 2.424 -1.169 -0.118
C 4.766 2.264 -0.576 -0.067
C 5.166 3.120 0.442 -0.062
C 4.326 4.142 0.862 -0.069
C 3.081 4.300 0.270 -0.134
C 0.471 3.322 -3.254 -0.334
C 1.422 2.920 -4.189 -0.114
C 1.047 2.646 -5.497 -0.068
C -0.279 2.779 -5.883 -0.064
C -1.232 3.202 -4.965 -0.066
C -0.858 3.475 -3.658 -0.125
H 0.272 4.991 -0.911 0.029
H 3.229 1.742 -1.959 0.076
H 5.427 1.476 -0.912 0.113
H 6.137 2.994 0.903 0.113
H 4.642 4.817 1.646 0.113
H 2.434 5.104 0.604 0.099
H 2.466 2.833 -3.912 0.097
H 1.793 2.338 -6.218 0.111
H -0.569 2.568 -6.904 0.112
H -2.263 3.327 -5.269 0.113
H -1.614 3.815 -2.957 0.103
```

---

C2H13N2O3RuS as an isolated structure at a distorted geometry, computed with ωB97M-V/def2-TZVPD.

## Properties
- 2S+1 = 5
- frontier orbital gap (spin up / spin down) (Ha) = 0.3118 / 0.3052
- charge = +1
- E_LUMO (spin up / spin down) (eV) = -3.51 / -6.04
- HOMO (spin up / spin down) (eV) = -11.99 / -14.34

Geometry as XYZ:
```
22
Properties=species:S:1:pos:R:3:lowdin_charge:R:1
C -0.677 -1.516 -1.445 -0.263
Ru 0.207 0.156 -0.802 1.329
N 0.803 2.199 -0.154 -0.020
N 1.130 0.386 -2.651 -0.059
H 1.541 2.118 0.554 0.078
H -1.043 0.834 -1.441 0.013
H -1.600 -1.650 -0.866 0.030
H 0.039 -2.314 -1.194 0.039
H -0.898 -1.537 -2.519 0.016
H 2.144 0.453 -2.573 0.083
H 0.790 1.193 -3.183 0.087
H 0.929 -0.437 -3.229 0.076
H 1.156 2.818 -0.888 0.073
H 0.026 2.692 0.295 0.079
C -0.708 -1.383 3.107 -0.103
S -0.494 0.020 2.023 0.493
O -1.743 0.235 1.294 -0.352
O 0.095 1.116 2.748 -0.292
O 0.562 -0.534 0.976 -0.541
H -1.715 -1.262 3.499 0.079
H 0.043 -1.267 3.888 0.078
H -0.589 -2.318 2.560 0.077
```

---

C22H31AuN3O9PS2Te as an isolated structure, computed with ωB97M-V/def2-TZVPD.

## Properties
- frontier orbital gap (Ha) = 0.2097
- energy above the lowest of the compared OMol25 structures with the same formula, charge and spin (kJ/mol) = 18.6
- E_LUMO (eV) = -2.12
- HOMO (eV) = -7.83

Geometry as XYZ:
```
70
Properties=species:S:1:pos:R:3:lowdin_charge:R:1
Au 0.280 0.413 -0.591 1.118
C 6.701 0.350 0.839 -0.051
O 6.033 -0.515 1.754 -0.051
C 4.696 -0.501 1.778 -0.263
C 4.095 -1.395 2.685 0.011
C 2.735 -1.443 2.773 -0.014
C 1.900 -0.642 1.962 -0.111
C 0.467 -0.686 2.131 -0.328
C -0.128 -1.255 3.387 0.013
O -0.361 -0.255 1.299 -0.072
C 2.524 0.256 1.058 -0.311
O 1.856 1.147 0.326 -0.263
C 3.916 0.319 0.979 0.069
H 7.760 0.157 0.969 0.096
H 6.487 1.396 1.067 0.101
H 6.410 0.128 -0.189 0.101
H 4.729 -2.025 3.292 0.124
H 2.287 -2.132 3.476 0.113
H 0.265 -0.739 4.263 0.104
H 0.130 -2.311 3.480 0.095
H -1.208 -1.158 3.342 0.091
H 4.338 1.028 0.283 0.124
C -3.856 -4.046 -1.135 -0.071
C -4.296 -2.631 -0.852 -0.307
O -3.128 -1.823 -0.616 -0.273
P -2.816 -0.386 -1.228 0.106
O -1.292 -0.443 -1.499 -0.532
Te -4.131 0.211 -3.052 0.539
O -2.953 0.609 0.016 -0.333
C -4.264 0.821 0.591 -0.288
C -4.637 2.280 0.490 -0.073
H -4.730 -4.691 -1.237 0.081
H -3.236 -4.429 -0.325 0.078
H -3.285 -4.090 -2.063 0.082
H -4.914 -2.575 0.047 0.118
H -4.857 -2.212 -1.689 0.035
H -4.204 0.483 1.626 0.123
H -4.997 0.205 0.066 0.088
H -3.914 2.909 1.011 0.074
H -5.612 2.444 0.950 0.084
H -4.691 2.584 -0.555 0.065
N -0.838 2.878 0.145 0.078
C -0.429 3.560 -1.013 -0.363
C -1.162 3.427 -2.188 -0.048
C -0.630 3.886 -3.384 -0.071
C 0.625 4.470 -3.418 -0.280
C 1.316 4.680 -2.231 -0.059
C 0.791 4.232 -1.033 -0.053
S 1.449 4.767 -4.975 0.448
O 2.022 6.087 -4.903 -0.320
O 0.424 4.545 -5.983 -0.348
O 2.471 3.693 -4.985 -0.373
H -1.824 2.678 0.216 0.054
H -0.438 3.212 1.008 0.097
H -2.123 2.921 -2.176 0.086
H -1.177 3.770 -4.312 0.110
H 2.284 5.164 -2.264 0.122
H 1.353 4.348 -0.112 0.111
S 1.479 1.033 -2.438 0.834
C 0.503 0.921 -3.871 -0.708
N 0.905 1.523 -4.962 0.058
C -0.110 1.396 -6.016 -0.095
C -1.083 0.353 -5.429 -0.127
N -0.604 0.213 -4.050 0.046
H 1.631 2.285 -4.999 0.078
H 0.346 1.070 -6.948 0.124
H -0.560 2.375 -6.177 0.100
H -1.010 -0.609 -5.937 0.118
H -2.121 0.679 -5.440 0.060
H -1.143 -0.152 -3.276 0.029
```

---

One molecule with the formula C24H29N3O7, computed with ωB97M-V/def2-TZVPD.

## Properties
- frontier orbital gap (Ha) = 0.3087
- energy above the lowest of the compared OMol25 structures with the same formula, charge and spin (kJ/mol) = 11.6
- E_LUMO (eV) = -0.14
- HOMO (eV) = -8.55

Geometry as XYZ:
```
63
Properties=species:S:1:pos:R:3:lowdin_charge:R:1
C 7.625 -2.993 -0.386 -0.060
C 6.723 -4.109 0.121 -0.221
O 5.500 -3.595 0.646 -0.021
C 4.533 -3.303 -0.258 -0.421
O 4.645 -3.508 -1.442 0.118
C 3.363 -2.753 0.404 -0.104
N 3.296 -2.637 1.771 0.147
C 2.099 -2.143 2.136 -0.230
C 1.752 -1.887 3.560 -0.004
C 1.367 -1.904 0.975 -0.071
C 0.000 -1.410 0.937 -0.177
O -0.913 -2.042 1.713 0.116
C -0.416 -0.364 0.183 -0.035
C 0.406 0.582 -0.546 -0.246
O 1.611 0.609 -0.670 0.126
C -0.563 1.618 -1.112 -0.362
O -0.292 2.580 -1.798 0.088
N -1.802 1.279 -0.690 0.002
C -3.001 1.992 -1.049 -0.087
C -3.605 2.800 0.114 -0.163
N -3.408 4.225 -0.061 -0.177
C -2.022 4.633 0.116 -0.156
C -1.898 6.127 -0.174 -0.187
O -2.739 6.893 0.660 -0.134
C -4.076 6.491 0.502 -0.204
C -4.254 5.007 0.824 -0.178
C -1.863 0.053 0.082 -0.148
C -2.687 -0.995 -0.603 -0.240
C -2.500 -1.642 -1.790 -0.005
C -3.597 -2.526 -1.932 -0.052
C -4.364 -2.348 -0.823 -0.117
O -3.823 -1.421 -0.015 0.056
C 2.169 -2.294 -0.129 -0.125
C 1.804 -2.250 -1.563 -0.004
H 7.147 -2.482 -1.218 0.077
H 7.820 -2.274 0.406 0.077
H 8.568 -3.413 -0.726 0.077
H 6.494 -4.806 -0.691 0.121
H 7.186 -4.645 0.953 0.122
H 4.061 -2.870 2.384 0.168
H 2.570 -1.371 4.060 0.087
H 0.862 -1.267 3.632 0.084
H 1.573 -2.822 4.094 0.088
H -0.503 -2.791 2.166 0.125
H -2.744 2.674 -1.862 0.135
H -3.733 1.266 -1.416 0.128
H -3.177 2.444 1.070 0.125
H -4.683 2.625 0.148 0.119
H -1.386 4.090 -0.582 0.099
H -1.679 4.432 1.148 0.135
H -0.880 6.471 0.014 0.127
H -2.157 6.309 -1.228 0.129
H -4.668 7.106 1.182 0.124
H -4.401 6.671 -0.534 0.126
H -5.297 4.724 0.662 0.122
H -4.000 4.836 1.886 0.130
H -2.309 0.231 1.071 0.166
H -1.689 -1.500 -2.475 0.116
H -3.783 -3.196 -2.746 0.101
H -5.281 -2.801 -0.504 0.119
H 2.060 -1.268 -1.962 0.088
H 0.735 -2.403 -1.696 0.079
H 2.366 -2.998 -2.114 0.079
```

---

A 4-piece molecular cluster, C2H12NO4 overall at a distorted geometry, computed with ωB97M-V/def2-TZVPD.

## Properties
- frontier orbital gap (Ha) = 0.3257
- energy above the lowest of the compared OMol25 structures with the same formula, charge and spin (kJ/mol) = 59.9
- charge = -1
- E_LUMO (eV) = 3.95
- HOMO (eV) = -4.91

Geometry as XYZ:
```
19
Properties=species:S:1:pos:R:3:lowdin_charge:R:1
C -1.723 0.105 1.450 -0.154
N -0.805 -0.456 0.470 -0.106
C -1.398 -0.912 -0.763 -0.364
O -1.475 0.062 -1.796 -0.205
H -1.921 1.177 1.304 0.068
H -1.289 0.038 2.459 0.062
H -2.722 -0.365 1.496 0.071
H -0.065 0.222 0.357 0.080
H -2.418 -1.271 -0.653 0.097
H -0.710 -1.678 -1.168 0.100
H 2.369 -0.133 1.272 -0.012
H 1.417 -1.271 1.568 0.004
O 2.245 -0.890 1.895 -0.122
H 0.940 2.108 -2.211 -0.008
H -0.492 0.613 -1.771 0.002
O 0.699 1.209 -1.947 -0.303
H 1.734 0.760 -1.077 -0.020
H 3.053 -0.069 -0.505 0.007
O 2.560 0.751 -0.381 -0.197
```